Entry 1:
One molecule with the formula C4H8N2O2. Source: the OMol25 dataset; level of theory: the ωB97M-V functional and the def2-TZVPD basis.

```
16
C4H8N2O2 (the ωB97M-V functional and the def2-TZVPD basis)
C 2.2616 -1.4619 -0.0797
N 1.4790 -0.4957 0.0400
N 0.1740 -0.7557 0.0598
C -0.5988 0.2801 -0.0314
O -1.9007 0.2031 -0.1428
C -2.4041 -1.1324 0.0777
O -0.4091 1.5889 -0.1921
C 0.7626 2.3191 0.1213
H 1.7929 -2.4523 -0.3885
H 3.2960 -1.4056 -0.1165
H -3.4558 -1.0326 0.3775
H -1.6642 -1.5289 0.9560
H -2.3457 -1.6866 -0.9177
H 0.3288 3.4083 0.0022
H 1.2769 2.0254 1.0031
H 1.4067 2.1270 -0.7690
```

The value obtained for the HOMO energy is -0.3236 Ha. The electronic energy comes out at -417.0870 Ha. Its SMILES is C=NN=C(OC)OC. For the LUMO energy, the calculation gives 0.965 eV.

=====

Entry 2:
One molecule with the formula C4H10N2OS. Source: the OMol25 dataset; level of theory: the ωB97M-V functional and the def2-TZVPD basis.

```
18
C4H10N2OS (the ωB97M-V functional and the def2-TZVPD basis)
N -0.3287 0.7025 2.3811
C 0.2508 -0.2398 1.3695
C -0.3696 -0.0218 -0.1751
C 0.5679 0.9002 -0.9924
S 0.4294 2.6714 -0.5996
N -0.6657 -1.0954 -1.1340
C 0.0832 -2.3118 -1.4231
O 1.2000 -2.4443 -0.9753
H 0.0637 1.6061 2.2067
H -1.2491 0.7654 2.5164
H -0.0327 -1.2954 1.6339
H 1.4725 -0.0463 1.3192
H -1.2297 0.5840 -0.0048
H 1.5181 0.6975 -0.6957
H 0.4250 0.8138 -2.0767
H -0.3425 2.6908 0.4533
H -1.6252 -1.1215 -1.4745
H -0.1675 -2.8556 -2.3290
```

The value obtained for the HOMO energy is -0.3342 Ha. The electronic energy comes out at -741.2790 Ha. Its SMILES is NC[C@@H](CS)NC=O. For the LUMO energy, the calculation gives 0.722 eV.

=====

Entry 3:
A 8-piece molecular cluster, C17H39FO12S overall. Source: the OMol25 dataset; level of theory: the ωB97M-V functional and the def2-TZVPD basis.

```
70
C17H39FO12S (the ωB97M-V functional and the def2-TZVPD basis)
C 3.2665 -5.2390 1.8327
C 3.0229 -3.7564 2.0510
C 3.5743 -2.7714 1.2578
C 3.2930 -1.4430 1.4771
C 2.4522 -1.0311 2.4863
C 2.0926 0.4175 2.7226
C 1.1694 1.0747 1.5842
C 2.1876 1.6928 0.6352
C 1.7061 2.0364 -0.7946
C 2.8553 2.2405 -1.7890
F 2.8585 1.2071 -2.7278
O 0.3883 -0.0946 1.1165
S -0.9093 -0.2598 2.0114
O -2.0884 -0.4171 1.2303
O -0.8483 -1.2554 3.0255
O -0.8684 1.1553 2.8543
C 0.1114 1.9618 2.2072
C -0.6469 3.0171 1.3678
C -1.2944 2.5206 0.0455
C -2.8283 2.3579 0.1114
C -3.2405 1.3776 -0.9964
O -4.5402 0.8268 -0.7800
C 1.9447 -2.0240 3.2918
C 2.2111 -3.3521 3.0953
H 2.2992 -5.7464 1.7617
H 3.8151 -5.3489 0.9006
H 3.8254 -5.6228 2.6840
H 4.2383 -3.0455 0.4488
H 3.7688 -0.7311 0.8083
H 1.5567 0.5233 3.6737
H 3.0052 1.0160 2.8116
H 3.0934 1.0972 0.5378
H 2.4960 2.6399 1.0959
H 0.9484 1.3565 -1.1834
H 1.2078 3.0116 -0.7352
H 2.6952 3.1700 -2.3436
H 3.8170 2.3284 -1.2686
H 0.6898 2.5905 2.9013
H -1.4726 3.3544 2.0038
H -0.0334 3.9018 1.1702
H -0.8799 1.5715 -0.2997
H -1.0527 3.2521 -0.7322
H -3.2761 3.3150 -0.1785
H -3.1865 1.9995 1.0768
H -3.1656 1.8374 -1.9865
H -2.5493 0.5256 -1.0291
H -4.4515 0.0740 -0.1849
H 1.2804 -1.7275 4.0978
H 1.7581 -4.0859 3.7556
O -5.1409 3.8529 -2.3182
H -5.2639 2.8991 -2.2448
H -5.6970 4.2137 -1.6207
O 6.0745 -5.4382 3.0847
H 6.9199 -5.8591 3.2707
H 6.2835 -4.5000 3.0251
O -7.0918 -0.2703 -2.4821
H -7.3523 -1.1066 -2.0792
H -6.2360 -0.0725 -2.0809
O -6.9071 -2.9581 -3.5952
H -6.9967 -2.0473 -3.9006
H -6.4239 -3.3982 -4.3009
O 4.5394 -4.6551 -1.1536
H 4.9929 -4.0351 -1.7346
H 4.0586 -5.2326 -1.7562
O 2.8704 4.9230 -3.3116
H 2.7501 5.8158 -3.6523
H 3.4041 4.4808 -3.9811
O -6.8727 0.5104 -5.7726
H -7.2204 0.2725 -4.9044
H -6.8422 1.4717 -5.7567
```

The value obtained for the HOMO energy is -0.3173 Ha. The electronic energy comes out at -2072.0367 Ha. Its SMILES is Cc1ccc(C[C@@]2(CCCF)OS(=O)(=O)O[C@@H]2CCCCO)cc1.O.O.O.O.O.O.O. For the LUMO energy, the calculation gives 0.314 eV.

=====

Entry 4:
A 2-piece molecular cluster, C3H8O2 overall. Source: the OMol25 dataset; level of theory: the ωB97M-V functional and the def2-TZVPD basis.

```
13
C3H8O2 (the ωB97M-V functional and the def2-TZVPD basis)
C 1.0723 0.7766 0.2874
C -0.2685 0.4408 -0.4136
C -0.0664 0.3691 -1.9003
O 1.0466 0.3145 -2.3796
H 0.9739 0.9336 1.3615
H 1.4825 1.6529 -0.1887
H 1.7091 -0.0920 0.1249
H -0.7445 -0.4465 0.0265
H -1.0330 1.1962 -0.1698
H -0.9097 0.3842 -2.5862
O -1.0670 -1.8557 1.5623
H -1.8642 -1.8160 2.0931
H -0.3311 -1.8579 2.1826
```

The value obtained for the HOMO energy is -0.3535 Ha. The electronic energy comes out at -269.5615 Ha. Its SMILES is CCC=O.O. For the LUMO energy, the calculation gives 0.630 eV.

=====

Entry 5:
C17H29FeN2 as an isolated structure. Source: the OMol25 dataset; level of theory: the ωB97M-V functional and the def2-TZVPD basis.

```
49
C17H29FeN2 (the ωB97M-V functional and the def2-TZVPD basis)
C 1.8441 2.8571 0.6478
H 1.7931 3.5857 1.4690
H 2.8045 3.0108 0.1402
H 1.9669 1.8878 1.1456
C 0.6019 2.7859 -0.2652
H 0.5812 1.7609 -0.7348
H -0.3152 2.7602 0.3445
C 0.3394 3.8532 -1.3257
H -0.7428 3.9341 -1.5187
H 0.6963 4.8629 -1.0430
H 0.7987 3.6697 -2.2984
C -0.6111 -2.2250 -0.8396
C -1.0100 -1.1725 -1.7837
C 0.1933 -0.5937 -2.3172
C 1.3092 -1.2424 -1.6901
C 0.8251 -2.2111 -0.7562
C 1.6804 -3.0990 0.0838
C 2.7445 -0.9960 -1.9997
C 0.2918 0.4454 -3.3725
C -2.4050 -0.7575 -2.0622
C -1.5452 -3.1643 -0.1645
Fe -0.0327 -0.3625 -0.1701
H 3.3841 -1.2660 -1.1489
H 3.1097 -1.5797 -2.8601
H 2.9282 0.0611 -2.2370
H 2.6571 -2.6334 0.2390
H 1.2255 -3.2768 1.0638
H 1.8400 -4.0731 -0.3918
H -2.4463 -2.6306 0.1902
H -1.8733 -3.9469 -0.8727
H -1.0389 -3.6485 0.6866
H -2.4250 0.2931 -2.3896
H -2.8593 -1.3737 -2.8514
H -3.0248 -0.8680 -1.1558
H 1.1273 1.1261 -3.1753
H 0.4623 0.0112 -4.3633
H -0.6263 1.0328 -3.4322
C -1.8512 1.4123 4.4593
N -1.2687 0.4627 3.5260
C -1.0022 -0.8792 3.7389
C -0.4384 -1.3497 2.5840
N -0.3985 -0.2977 1.6582
C -0.9193 0.7854 2.2802
H -2.8962 1.1571 4.6819
H -1.2812 1.4518 5.3964
H -1.8162 2.3914 3.9744
H -1.2190 -1.3809 4.6608
H -0.0864 -2.3370 2.3639
H -1.0715 1.7664 1.8853
```

The value obtained for the HOMO energy (alpha / beta) is -0.5633 / -0.6053 Ha. The electronic energy comes out at -2037.7590 Ha. The net charge is +2. Its spin multiplicity is 6. For the LUMO energy (alpha / beta), the calculation gives -5.762 / -8.900 eV.

=====

Entry 6:
A 5-piece molecular cluster, C36H83N5O8 overall. Source: the OMol25 dataset; level of theory: the ωB97M-V functional and the def2-TZVPD basis.

```
132
C36H83N5O8 (the ωB97M-V functional and the def2-TZVPD basis)
C -0.3643 -0.7130 -1.0337
C 0.2768 -1.8061 -0.1400
C 1.7481 -1.6306 -0.1992
C 2.5430 -2.3654 0.8555
C 1.9332 -2.1838 2.2351
C 0.4889 -2.4092 2.3444
N -0.1984 -1.7036 1.2538
O -1.5521 -1.6632 1.4002
C 0.0205 -3.9184 2.2937
C 0.1534 -1.8186 3.7537
C -0.0464 -3.2185 -0.7730
H -0.2203 0.3001 -0.6582
H -1.4228 -0.8506 -1.2544
H 0.1286 -0.6721 -2.0051
H 2.1540 -2.0433 -1.1228
H 2.1365 -0.6362 -0.4192
H 3.5705 -2.0024 0.8363
H 2.5131 -3.4012 0.5174
H 2.1886 -1.1939 2.6135
H 2.4144 -2.9327 2.8642
H -1.0553 -3.8966 2.1198
H 0.2419 -4.5469 1.4311
H 0.2604 -4.5671 3.1361
H -0.8926 -1.9928 4.0061
H 0.8205 -2.1745 4.5388
H 0.1934 -0.7351 3.6416
H 0.6639 -4.0126 -0.5429
H -0.2493 -3.0629 -1.8326
H -1.0134 -3.6026 -0.4482
H -1.7104 -0.8437 1.8744
C -7.2434 1.0738 -2.5112
C -7.0633 1.4158 -0.9979
C -7.9198 0.3440 -0.2245
C -7.8814 0.4871 1.3245
C -6.3831 0.4020 1.7646
C -5.3328 1.2152 0.9333
N -5.6420 1.3735 -0.5084
O -4.8311 2.3321 -1.1585
C -5.2682 2.6460 1.6076
C -3.9240 0.5087 1.0458
C -7.7017 2.8087 -0.8525
H -8.1719 1.4026 -2.9780
H -7.0385 0.0418 -2.7958
H -6.4486 1.5819 -3.0573
H -8.9413 0.2794 -0.5993
H -7.4161 -0.5955 -0.4523
H -8.1891 -0.3832 1.9042
H -8.4449 1.3845 1.5798
H -5.9703 -0.6062 1.7308
H -6.2557 0.4681 2.8451
H -6.2993 2.9885 1.6945
H -4.9772 2.4662 2.6426
H -4.5925 3.3828 1.1733
H -3.2846 1.0920 0.3832
H -3.4921 0.1932 1.9956
H -3.9629 -0.4343 0.5004
H -8.7828 2.7293 -0.9673
H -7.1380 3.5216 -1.4542
H -7.6597 3.0414 0.2116
H -5.2639 3.1314 -0.8496
C 2.1503 2.0960 3.1351
O 1.1441 2.9732 2.6565
C 1.0641 2.8681 1.1993
C -0.1637 3.6811 0.8263
N -0.3137 3.5002 -0.5979
C -1.5217 4.1801 -0.9807
C -1.7413 4.2549 -2.4929
O -2.3163 3.0304 -2.8570
C -3.0642 3.0455 -3.9109
H 3.0694 1.9945 2.5580
H 1.8095 1.0923 2.8810
H 2.3303 2.2518 4.1988
H 0.9099 1.8087 0.9944
H 2.0126 3.1731 0.7574
H -0.0018 4.7268 1.0880
H -1.0499 3.3351 1.3583
H -0.1982 2.5809 -0.9999
H -1.4446 5.2114 -0.6363
H -2.3772 3.5815 -0.6678
H -0.8192 4.3564 -3.0653
H -2.1271 5.2274 -2.7985
H -3.4172 2.0169 -3.9854
H -2.5316 3.2042 -4.8486
H -4.0189 3.5573 -3.7890
C 9.1503 -5.6713 3.5826
O 8.9999 -5.9691 4.9454
C 8.2195 -7.0949 5.1213
C 7.7097 -6.9595 6.5502
N 6.7496 -5.8518 6.8044
C 5.4969 -6.1887 6.0794
C 4.3092 -5.2797 6.5895
O 3.1983 -5.4282 5.7679
C 2.0077 -4.5953 5.9869
H 9.7262 -4.7486 3.5117
H 8.2041 -5.4844 3.0748
H 9.6607 -6.4587 3.0281
H 8.9507 -7.8473 4.8258
H 7.4518 -7.2167 4.3572
H 8.5755 -6.8632 7.2053
H 7.4560 -7.9872 6.8102
H 7.0479 -5.0394 6.2837
H 5.1558 -7.2063 6.2694
H 5.5494 -6.0245 5.0031
H 4.8217 -4.3221 6.4975
H 3.9613 -5.3631 7.6192
H 1.9411 -4.1565 6.9825
H 1.1575 -5.2771 6.0063
H 1.8500 -3.7840 5.2764
C 1.4362 2.0922 -3.4847
O 2.5238 2.0941 -4.4552
C 2.2953 2.7928 -5.6312
C 2.8138 4.2974 -5.4779
N 2.2809 5.1245 -6.5723
C 2.5808 4.6982 -7.9077
C 1.6478 5.2432 -8.9282
O 0.3047 4.7813 -8.7342
C 0.1323 3.4458 -8.6961
H 0.6438 1.5194 -3.9664
H 1.1875 3.1343 -3.2839
H 1.7476 1.7232 -2.5075
H 1.2177 2.8941 -5.7603
H 2.6258 2.1765 -6.4674
H 3.8908 4.4471 -5.5539
H 2.6170 4.7138 -4.4901
H 1.2767 5.1093 -6.4652
H 2.6192 3.6125 -7.9964
H 3.6307 4.9146 -8.1050
H 1.9411 4.9160 -9.9257
H 1.7243 6.3048 -9.1631
H -0.5178 3.0618 -9.4822
H -0.4898 3.2569 -7.8213
H 0.9315 2.7206 -8.5422
```

The value obtained for the HOMO energy (alpha / beta) is 0.0326 / -0.2162 Ha. The electronic energy comes out at -2296.6682 Ha. The net charge is -1. Its spin multiplicity is 2. For the LUMO energy (alpha / beta), the calculation gives 2.151 / 2.260 eV.

=====

Entry 7:
One molecule with the formula C6H9F2NO. Source: the OMol25 dataset; level of theory: the ωB97M-V functional and the def2-TZVPD basis.

```
19
C6H9F2NO (the ωB97M-V functional and the def2-TZVPD basis)
C -0.6328 -0.3312 3.2848
C -0.3118 0.0168 2.0842
N -0.2735 0.2038 0.8856
C 0.7180 -0.0487 -0.2405
C 1.2778 -1.4369 -0.3212
C 0.1707 0.3886 -1.7313
F 0.2591 -0.5651 -2.6970
F 1.0156 1.3717 -2.1077
C -1.2155 1.0175 -1.6229
O -1.1697 2.1425 -0.7259
H -0.4695 0.2656 4.1778
H -1.0060 -1.3914 3.5103
H 1.5850 0.6449 0.0136
H 0.6205 -2.2491 -0.6956
H 1.5099 -1.7736 0.7749
H 2.2243 -1.3191 -0.8632
H -1.8287 0.1020 -1.2486
H -1.5382 1.3317 -2.5857
H -0.9353 1.6299 0.1086
```

The value obtained for the HOMO energy is -0.3367 Ha. The electronic energy comes out at -563.6602 Ha. Its SMILES is C=C=N[C@@H](C)C(F)(F)CO. For the LUMO energy, the calculation gives 0.519 eV.

=====

Entry 8:
A 18-piece molecular cluster, H36O18 overall. Source: the OMol25 dataset; level of theory: the ωB97M-V functional and the def2-TZVPD basis.

```
54
H36O18 (the ωB97M-V functional and the def2-TZVPD basis)
O -2.4022 5.9099 0.7339
H -2.6359 5.8387 -0.1932
H -1.9991 5.0548 0.9379
O -3.4953 0.5284 -0.4000
H -2.9212 0.3182 -1.1685
H -2.8470 0.7369 0.3182
O 4.7174 0.1059 4.4500
H 5.4010 -0.0049 3.7717
H 4.4552 1.0018 4.2343
O 3.0894 -2.6398 0.7410
H 2.8537 -3.4580 1.1749
H 2.9982 -1.8074 1.1808
O -0.8729 2.2548 0.3838
H 0.0592 2.4495 0.1991
H -1.0840 1.7585 -0.4037
O -0.1204 -2.0141 -4.3095
H -0.3901 -2.8559 -3.9272
H 0.2141 -2.1577 -5.1954
O -5.2652 -1.3956 1.1373
H -4.7873 -1.5362 0.3030
H -5.8142 -0.7171 0.7099
O -4.6292 3.0581 3.1408
H -4.9635 2.4129 2.5343
H -4.1848 3.8609 2.8928
O -1.2306 -0.0957 -2.0564
H -0.7664 0.5714 -1.5467
H -0.6364 -0.8421 -2.0916
O 5.4889 -1.5948 1.8772
H 4.8499 -1.6164 2.5943
H 5.0096 -1.5369 1.0490
O -1.5008 -4.6628 -2.7431
H -1.8091 -5.3715 -3.3185
H -2.1713 -4.7299 -2.0213
O 2.0615 4.2658 3.0809
H 1.7895 3.8235 3.8755
H 2.8317 4.7789 3.1560
O 0.4328 -4.5705 -1.1220
H -0.2948 -3.9723 -1.2891
H 0.1256 -5.3297 -1.6188
O 3.4904 2.6792 0.3772
H 3.3010 3.5051 0.8222
H 4.4267 2.4810 0.3491
O 1.2819 2.9198 -1.7083
H 2.1884 3.0820 -1.3914
H 1.5372 2.6573 -2.6025
O 3.0013 0.5411 -3.2318
H 3.9180 0.4725 -3.5038
H 2.5829 -0.3113 -3.3732
O -0.9785 -2.0540 1.3997
H -0.7397 -2.7676 1.9852
H -0.4960 -1.2814 1.3418
O -3.4147 -3.2071 -1.3457
H -2.8841 -2.8418 -0.6359
H -3.8609 -2.6675 -1.9248
```

The value obtained for the HOMO energy is -0.3945 Ha. The electronic energy comes out at -1375.8144 Ha. For the LUMO energy, the calculation gives -0.217 eV.

=====

- Which value of electronic energy does entry 2 give?
  -741.2790 Ha

=====

- Look up the electronic energy of the sixth one.
  -2296.6682 Ha